[1]
Density functional theory data (the ωB97M-V functional and the def2-TZVPD basis) for C49H48F6N4O6PdS2Te as an isolated structure.

Calculated total energy ... -118568.71650 eV
Expectation value of S² ... 6.08
HOMO energy (alpha / beta) ... -13.1412 / -13.4735 eV
LUMO level (alpha / beta) ... -5.832 / -8.508 eV
ΔE to the lowest compared entry with this formula, charge and spin ... 25.6 kJ/mol
Total charge ... +2
Spin multiplicity ... 5
HOMO-LUMO gap (alpha / beta) ... 0.2686 / 0.1825 Ha

XYZ file:
```
117
Properties=species:S:1:pos:R:3:mulliken_charge:R:1
Pd 0.74362 -0.45388 -0.10319 -0.3661
F -1.46792 -5.90124 -1.31299 -0.2070
C -0.39704 -5.16255 -1.56756 0.4708
F -0.09755 -5.26770 -2.85729 -0.2088
F 0.61968 -5.63116 -0.85053 -0.1976
S -0.69842 -3.35990 -1.11418 1.1013
O -0.13710 -3.22061 0.20573 -0.5510
O -2.10546 -3.15817 -1.21474 -0.7429
N 0.08171 -2.50732 -2.19215 -0.2770
S 1.61902 -2.24586 -2.10685 0.8308
O 2.19709 -2.46377 -0.79802 -0.7422
O 1.94906 -0.96914 -2.66860 -0.6668
C 2.53787 -3.45916 -3.20474 0.6005
F 2.06247 -3.46609 -4.43630 -0.1943
F 3.80738 -3.06654 -3.22632 -0.1893
F 2.49761 -4.68338 -2.69800 -0.1853
C -4.67053 -3.28970 3.55667 -1.9419
C -3.74544 -2.52691 2.68325 0.2857
C -4.18414 -2.09494 1.43014 -0.6487
C -3.35229 -1.39956 0.58822 0.5032
C -3.81790 -0.88834 -0.70995 0.9745
O -3.09710 -0.38652 -1.53900 -0.3740
C -5.28925 -0.94338 -0.96601 0.0127
C -5.72121 -1.47064 -2.17816 -0.7526
C -7.08028 -1.55793 -2.43160 -0.8921
C -7.99473 -1.07113 -1.51240 -0.4936
C -7.55981 -0.50367 -0.32466 -1.0598
C -6.20544 -0.44036 -0.04488 0.2719
C -1.94570 -1.25688 0.88609 -1.4758
O -1.21616 -0.72561 0.00887 1.3971
C -1.48182 -1.74075 2.16739 0.6625
C -2.42634 -2.27746 3.04573 -0.1424
C -0.06654 -1.81053 2.52266 0.7846
N 0.92115 -1.38257 1.80195 1.2541
C 2.29001 -1.76729 2.08244 -1.1180
C 3.32039 -0.64504 1.93127 -1.2636
Te 0.70739 1.85920 1.73408 0.9221
C -1.35282 1.57913 2.12751 0.0833
C -1.78497 1.16762 3.38585 -0.2731
C -3.13574 1.01806 3.62741 -0.6779
C -4.05804 1.30290 2.63391 -0.7170
C -3.62713 1.72117 1.38303 -0.3769
C -2.27805 1.84223 1.12027 -0.1984
C 0.21070 -2.52185 3.80694 -1.8631
C -0.00915 -3.89431 3.89283 0.1942
C 0.23019 -4.56128 5.08244 -0.9369
C 0.69651 -3.86426 6.18670 -0.5898
C 0.92540 -2.49939 6.10317 -0.9634
C 0.68094 -1.82434 4.91820 0.2130
H -5.70196 -3.13074 3.25685 0.4475
H -4.54750 -3.04040 4.60627 0.4318
H -4.46079 -4.35513 3.45402 0.3345
H -5.19583 -2.31441 1.12348 0.8493
H -4.99780 -1.83377 -2.89080 0.5178
H -7.41773 -2.00312 -3.35447 0.4295
H -9.05259 -1.11594 -1.72548 0.4295
H -8.26840 -0.10432 0.38546 0.4432
H -5.86163 0.02890 0.86491 0.5271
H -2.11838 -2.55511 4.04352 0.7171
H 2.52569 -2.57204 1.36970 0.2011
H 2.37001 -2.16737 3.09937 0.8790
H 4.23646 -0.99704 2.40330 0.6219
H 2.98182 0.24488 2.47256 0.0691
H -1.06391 0.99673 4.17224 0.3874
H -3.46924 0.70846 4.60407 0.5018
H -5.11218 1.21901 2.84523 0.5268
H -4.34104 1.97177 0.61431 0.4986
H -1.94481 2.17370 0.14620 0.4340
H -0.34909 -4.42822 3.01939 0.6191
H 0.05022 -5.62389 5.14535 0.4794
H 0.88371 -4.38628 7.11239 0.4320
H 1.29266 -1.95791 6.96360 0.4486
H 0.84552 -0.75818 4.86147 0.4274
C 1.20293 5.18686 -4.27778 -2.0301
C 0.07096 4.16178 -4.39087 1.9655
C -1.24745 4.85805 -4.02209 -1.6387
C 0.00498 3.64669 -5.83840 -1.5886
C 0.26586 2.97204 -3.47653 -0.2319
C -0.76322 2.04404 -3.30642 -1.2092
C -0.62129 1.01068 -2.39972 -1.6620
N 0.47660 0.87067 -1.67764 0.9098
C 1.53316 1.67900 -1.87021 0.7504
C 1.44407 2.74110 -2.76470 -0.5133
C 2.71245 1.33876 -1.05947 -0.3871
C 3.87004 2.10791 -1.09470 -0.6999
C 4.92295 1.87625 -0.17985 0.0634
C 4.86748 0.71153 0.52755 -1.4087
C 3.69755 -0.22079 0.48508 0.1028
N 2.56896 0.31348 -0.21694 0.9656
C 6.03885 2.89319 -0.00914 1.9176
C 6.22720 3.19270 1.48516 -1.5933
C 5.73455 4.21966 -0.71575 -2.0523
C 7.32725 2.27693 -0.57653 -1.6323
H 0.96754 6.03250 -4.91927 0.4539
H 2.15145 4.77404 -4.61528 0.4245
H 1.30085 5.56099 -3.25956 0.4418
H -1.35015 5.75577 -4.62276 0.4541
H -1.25038 5.14684 -2.97318 0.3717
H -2.10825 4.22650 -4.21581 0.3735
H -0.10159 4.49211 -6.51391 0.4579
H -0.84304 2.98263 -5.98433 0.3700
H 0.91781 3.11284 -6.09561 0.3803
H -1.69067 2.12867 -3.84681 0.6893
H -1.41647 0.29303 -2.23350 0.8872
H 2.27775 3.40752 -2.90153 0.6275
H 3.94953 2.91372 -1.79805 0.6434
H 5.67636 0.39253 1.16403 0.6294
H 3.99707 -1.15369 -0.04152 0.1471
H 5.34049 3.67146 1.89485 0.3671
H 7.06621 3.87040 1.62016 0.4518
H 6.43655 2.29444 2.05717 0.3649
H 4.77453 4.62121 -0.39701 0.4714
H 5.74790 4.12694 -1.79844 0.3921
H 6.49626 4.94608 -0.44738 0.4397
H 7.62569 1.40316 0.00018 0.3629
H 8.12881 3.00999 -0.52489 0.4668
H 7.19450 1.98106 -1.61622 0.3752
```


[2]
Density functional theory data (the ωB97M-V functional and the def2-TZVPD basis) for one molecule with the formula C24H32N6OS.

Calculated total energy ... -47232.10023 eV
HOMO energy ... -8.3064 eV
LUMO level ... 0.227 eV
ΔE to the lowest compared entry with this formula, charge and spin ... 18.0 kJ/mol
HOMO-LUMO gap ... 0.3136 Ha

XYZ file:
```
64
Properties=species:S:1:pos:R:3:mulliken_charge:R:1
C -6.78430 -0.64855 3.23975 -1.4074
C -6.00993 -0.56110 1.96076 0.9590
C -6.57936 -0.04564 0.80506 -0.8496
C -5.85548 0.02570 -0.37202 -0.2563
C -4.54279 -0.42068 -0.42644 0.3035
C -3.75982 -0.35624 -1.71677 -1.6500
C -2.33665 0.07041 -1.48425 -0.2974
C -1.24941 -0.83046 -1.58256 1.5144
C -1.44394 -2.26378 -1.96085 -1.2544
N -0.00217 -0.47006 -1.35230 -0.4226
C 0.22667 0.78349 -1.02271 0.1728
N 1.37201 1.38816 -0.74755 -0.5469
C 1.00942 2.65741 -0.47269 -0.0658
S 2.11523 3.91074 -0.04187 -0.1515
C 3.72612 3.11993 -0.39011 -0.7447
C 4.26607 2.29962 0.78230 0.7389
O 5.21983 2.66578 1.43637 -0.6840
N 3.58441 1.16399 0.98140 0.2184
C 3.94764 0.18350 1.97454 -0.9507
C 4.21767 -1.18196 1.34218 -0.5082
C 2.94255 -1.83048 0.80137 -0.0334
N 3.24504 -3.00326 0.01606 0.0066
C 3.75094 -4.14138 0.77063 -0.6698
C 3.37734 -5.38898 -0.04857 -0.6043
C 2.63719 -4.83401 -1.27096 -0.6069
C 2.12768 -3.49006 -0.76848 -0.6109
N -0.29350 2.89686 -0.55536 -1.6765
N -0.80268 1.71464 -0.90428 0.8614
C -2.08572 1.38270 -1.12442 1.5166
C -3.11518 2.44480 -0.96461 -1.3615
C -3.97097 -0.93999 0.72898 -0.0120
C -4.69426 -1.00715 1.90394 -0.8780
H -6.21665 -0.21430 4.06104 0.3491
H -7.73496 -0.12824 3.15675 0.3518
H -6.98252 -1.69114 3.48802 0.3073
H -7.59993 0.30883 0.82380 0.3190
H -6.31900 0.43441 -1.25900 0.3605
H -4.24568 0.35022 -2.39394 0.3265
H -3.78325 -1.33705 -2.19368 0.4697
H -0.48417 -2.76921 -1.92212 0.0913
H -2.13786 -2.75506 -1.28128 0.3341
H -1.84089 -2.33899 -2.97230 0.4152
H 3.59851 2.50072 -1.27648 0.3643
H 4.40773 3.94564 -0.58918 0.3679
H 2.81183 0.95112 0.35383 0.2483
H 4.84475 0.55819 2.47347 0.4360
H 3.14272 0.09636 2.71466 0.3271
H 4.66914 -1.83142 2.09322 0.4197
H 4.92655 -1.06786 0.52143 0.2719
H 2.26358 -2.06632 1.64584 0.2089
H 2.42216 -1.13431 0.13872 -0.2596
H 4.83211 -4.04138 0.89124 0.3872
H 3.29899 -4.19063 1.77563 0.2652
H 4.25550 -5.96392 -0.33595 0.2836
H 2.72281 -6.04085 0.53060 0.2784
H 1.83776 -5.48977 -1.61167 0.3362
H 3.33484 -4.67121 -2.09151 0.3502
H 1.90507 -2.78026 -1.56670 0.3607
H 1.21896 -3.62713 -0.15305 0.2341
H -3.86476 2.13786 -0.23685 0.2958
H -3.62152 2.62843 -1.91170 0.3235
H -2.63274 3.36050 -0.63340 0.3518
H -2.94804 -1.28862 0.71248 0.3825
H -4.23202 -1.41126 2.79316 0.3930
```


[3]
Density functional theory data (the ωB97M-V functional and the def2-TZVPD basis) for a 10-piece molecular cluster, C43H57F24N3O11 overall.

Calculated total energy ... -137716.02858 eV
Expectation value of S² ... 0.76
HOMO energy (alpha / beta) ... -12.0023 / -12.0023 eV
LUMO level (alpha / beta) ... -3.847 / -8.704 eV
Total charge ... +1
Spin multiplicity ... 2
HOMO-LUMO gap (alpha / beta) ... 0.2997 / 0.1212 Ha

XYZ file:
```
138
Properties=species:S:1:pos:R:3:mulliken_charge:R:1
C 20.31538 8.32679 -18.93537 -1.0469
C 21.44546 9.16459 -18.35854 1.3364
C 21.64863 10.48333 -19.17790 0.5309
F 22.05526 10.28610 -20.42624 -0.2819
F 20.43175 11.01698 -19.29079 -0.2399
F 21.30271 9.40543 -17.05764 -0.3757
F 22.56001 8.50089 -18.51040 -0.2775
O 20.01600 7.15747 -18.18895 -0.4670
C 20.79495 5.96815 -18.38571 0.9855
C 20.08789 4.84958 -17.60853 0.1276
F 18.81764 4.70003 -18.06060 -0.2605
F 20.65025 3.62760 -17.77590 -0.2512
F 20.97465 5.75041 -19.67032 -0.2746
F 22.01677 6.23993 -17.82507 -0.3033
H 20.42379 8.08700 -19.99312 0.5293
H 19.42135 8.94988 -18.91163 0.3779
H 22.37732 11.22764 -18.85678 -0.4348
H 19.84645 4.96577 -16.55198 0.2339
C 21.26725 16.12515 -27.42260 -1.0264
C 21.78965 14.87670 -28.30201 0.9838
C 22.63925 15.43249 -29.43046 0.0188
F 22.19214 16.46400 -30.13585 -0.3006
F 23.86751 15.76544 -29.10357 -0.2343
F 22.47483 14.06274 -27.48268 -0.0798
F 20.78245 14.24137 -28.79564 -0.2958
O 20.20167 15.65391 -26.67356 -0.3548
C 19.83676 16.48136 -25.47962 0.8660
C 18.59632 15.79580 -24.90311 0.0775
F 18.75303 14.44851 -24.65991 -0.1852
F 18.06411 16.37278 -23.84648 -0.2841
F 20.75886 16.45453 -24.54940 -0.0985
F 19.55723 17.65573 -25.93597 -0.2830
H 20.97428 16.98693 -28.02227 0.4353
H 22.15475 16.45796 -26.88439 0.3881
H 22.71208 14.61511 -30.14787 0.2657
H 17.77844 15.86454 -25.62036 0.1840
C 26.81017 12.22182 -27.45324 -0.7618
C 27.81016 11.55269 -26.49361 0.8117
C 27.56691 10.04411 -26.33353 0.1565
F 28.41779 9.32219 -25.64208 -0.3033
F 26.32743 9.96998 -25.86481 -0.1709
F 29.03949 11.65901 -26.97645 -0.3350
F 27.74115 12.35234 -25.38900 -0.2356
O 26.46382 11.37433 -28.53100 -0.4142
C 25.85903 12.09380 -29.55747 0.7822
C 25.48651 11.19316 -30.73638 0.1881
F 24.65372 10.26603 -30.44032 -0.2317
F 24.90648 11.93187 -31.72583 -0.2757
F 24.75529 12.61201 -28.99744 -0.2333
F 26.60480 13.17296 -30.02499 -0.3039
H 27.40006 13.02580 -27.89340 0.4880
H 25.95673 12.57042 -26.87167 0.3510
H 27.61696 9.48517 -27.26797 0.2237
H 26.37758 10.68927 -31.11078 0.2535
O 23.74960 13.74063 -20.93337 -0.2655
C 23.69594 13.27578 -22.06366 -0.6688
O 23.41470 14.06997 -23.11092 -0.0757
C 23.26546 13.39364 -24.28620 -0.2902
C 24.13061 12.19459 -24.11994 0.0130
C 23.87629 11.85500 -22.60836 1.3810
H 23.50594 13.95488 -25.18913 -0.0132
H 22.24774 13.10803 -24.55224 0.0587
H 25.17075 12.47592 -24.28446 -0.1689
H 23.85484 11.34009 -24.73790 0.6616
H 24.69494 11.49691 -21.98411 -0.5262
H 22.95608 11.31986 -22.37400 -0.4777
O 21.34299 14.45016 -16.12918 -0.1804
C 22.51953 14.39606 -16.54511 0.4905
O 22.92052 13.62844 -17.64358 -0.1567
C 24.34713 13.82747 -17.88963 0.6204
C 24.80837 14.33342 -16.55630 -0.6292
C 23.67540 15.18448 -16.00879 -0.4669
H 24.38173 14.57902 -18.67835 -0.3004
H 24.86519 12.93713 -18.24601 0.0790
H 25.75729 14.86227 -16.46701 0.3834
H 25.04424 13.50230 -15.89168 0.3966
H 23.57015 16.17507 -16.45125 0.3297
H 23.68741 15.31284 -14.92644 0.4424
O 26.61059 16.54895 -18.29249 -0.7040
C 26.79811 15.80950 -19.26810 0.4526
O 26.37336 16.04947 -20.48307 -0.1156
C 26.83316 14.93550 -21.28342 -0.5871
C 27.17911 13.79706 -20.39546 0.4963
C 27.70790 14.49736 -19.21112 -0.7138
H 27.79773 15.19435 -21.72013 0.5064
H 26.22769 14.68884 -22.15558 0.2050
H 27.96429 13.12489 -20.74152 0.5559
H 26.26661 13.22560 -20.22549 -0.6211
H 28.75588 14.75635 -19.36204 0.4098
H 27.61878 14.02614 -18.23230 0.2267
O 20.63601 10.10782 -22.91232 -0.6793
C 19.43924 10.22036 -23.28033 0.5571
O 18.62835 11.01957 -22.59363 -0.2450
C 17.30892 11.12563 -23.23779 -0.3606
C 17.54756 10.44079 -24.51769 -0.5461
C 18.75185 9.52354 -24.39814 -0.4290
H 17.00422 12.16868 -23.32332 0.2031
H 16.60648 10.63875 -22.56131 0.2875
H 17.75565 11.15351 -25.31570 0.2256
H 16.68492 9.89045 -24.89330 0.4015
H 19.46440 9.39859 -25.21346 0.3020
H 18.45782 8.51956 -24.09208 0.2726
C 19.34538 14.62064 -20.04753 -1.4968
C 20.73729 14.61122 -20.72418 0.9173
C 21.08121 15.95073 -21.33741 1.2299
C 21.30632 17.04756 -20.38844 -0.0816
N 21.48690 17.86903 -19.59652 -0.6202
H 18.71746 14.89785 -20.89428 0.3565
H 19.44215 15.40218 -19.29393 0.4194
H 18.95106 13.71415 -19.58831 0.2697
H 20.84488 13.90273 -21.54551 0.2310
H 21.48228 14.34490 -19.97441 -0.6118
H 20.28514 16.25067 -22.01888 0.0217
H 21.99517 15.88114 -21.92727 -0.5002
C 27.00776 9.56668 -22.27848 -0.3565
C 25.90575 8.53351 -22.18819 -0.1837
C 25.60660 8.13044 -20.73332 -0.6170
C 25.37574 9.30731 -19.89320 0.4151
N 25.27006 10.27264 -19.25939 -0.5264
H 27.17478 9.88545 -23.30736 -0.2117
H 27.97413 9.13251 -22.02209 0.4785
H 26.79295 10.45942 -21.69114 -0.1341
H 26.15359 7.60744 -22.70690 0.4850
H 25.04499 8.98603 -22.68054 0.0460
H 26.40256 7.55253 -20.26369 0.4435
H 24.66226 7.59458 -20.63752 0.2225
C 25.48027 19.22972 -22.08601 -1.2736
C 25.00763 18.33422 -23.27708 0.1629
C 26.14126 17.63879 -23.98077 -0.0448
C 25.76109 16.51555 -24.87936 0.0765
N 25.50772 15.68743 -25.63526 -0.3865
H 26.14018 20.06494 -22.32062 0.3797
H 26.06708 18.68576 -21.34584 0.1989
H 24.60744 19.58180 -21.53619 0.3766
H 24.40667 18.93652 -23.95839 0.4768
H 24.32498 17.65960 -22.76039 -0.2523
H 26.67103 17.20952 -23.13038 -0.1004
H 26.76483 18.39824 -24.45246 0.4788
```


[4]
Density functional theory data (the ωB97M-V functional and the def2-TZVPD basis) for one molecule with the formula C3H7N3.

Calculated total energy ... -7690.39818 eV
HOMO energy ... -7.2476 eV
LUMO level ... 0.549 eV
ΔE to the lowest compared entry with this formula, charge and spin ... 413.1 kJ/mol
HOMO-LUMO gap ... 0.2865 Ha

XYZ file:
```
13
Properties=species:S:1:pos:R:3:mulliken_charge:R:1
H -0.28764 -2.17953 1.05325 0.2800
N -0.97053 -2.05712 0.30078 -0.5609
C -0.82652 -0.89831 -0.22198 0.0021
N 0.50595 -0.08886 -0.14946 0.3683
N 1.81020 -0.60574 -0.11859 -0.8080
C 0.23631 1.18379 0.16249 0.1744
C -1.11621 1.43487 0.32331 -1.1668
H -1.41619 -0.65352 -1.11255 0.3485
H 2.42511 -0.01849 -0.68002 0.2469
H 1.82831 -1.51259 -0.58004 0.2538
H 1.03932 1.77796 0.59426 0.3918
H -1.42632 2.27384 0.94110 0.2578
H -1.80180 1.34368 -0.51254 0.2120
```